Model a:
Density functional theory data (ωB97M-V/def2-TZVPD) for CH6N2S as an isolated structure.

Kohn-Sham gap = 7.2 eV

Structure (ORCA input):
```
! wB97M-V def2-TZVPD RIJCOSX def2/J DEFGRID3
* xyz 0 1
S -2.6733 1.4494 0.7652
H -3.4820 0.4092 0.5579
N 1.7087 -0.1559 -1.9188
C 1.7432 -0.4978 -0.6425
N 0.7379 -0.3078 0.2555
H 1.4369 -1.1649 -2.5939
H -2.8064 1.3121 2.5554
H 2.6174 -0.7850 -0.2012
H 1.0115 0.2301 1.0134
H -0.2940 -0.4894 0.2088
*
```

Here are the Löwdin charges for atoms 1 to 5, given in e: number 1, S, carries 0.30; number 2, H, carries -0.29; number 3, N, carries -0.06; number 4, C, carries -0.42; number 5, N, carries 0.08

=====

Model b:
Density functional theory data (ωB97M-V/def2-TZVPD) for a 2-piece molecular cluster, CH6N2S overall.

SMILES string = [H]/N=C/N.S
Kohn-Sham gap = 9.4 eV

Structure (ORCA input):
```
! wB97M-V def2-TZVPD RIJCOSX def2/J DEFGRID3
* xyz 0 1
S 0.3680 -2.3842 3.4345
H 0.3897 -1.5965 2.3212
N 0.8041 1.2988 -2.3804
C -0.5258 1.4951 -2.4215
N -1.2388 2.4066 -2.9906
H 1.3231 1.9722 -2.9367
H 1.3524 1.0740 -1.5642
H -1.1983 0.8701 -1.8188
H -2.1464 2.0379 -3.2441
H 0.6301 -1.1806 3.9153
*
```

Here are the Löwdin charges for atoms 1 to 5, given in e: number 1, S, carries 0.46; number 2, H, carries -0.21; number 3, N, carries 0.08; number 4, C, carries -0.43; number 5, N, carries 0.03

=====

Model c:
Density functional theory data (ωB97M-V/def2-TZVPD) for a 2-piece molecular cluster, CH6N2S overall.

SMILES string = [H]/N=C\N.S
Kohn-Sham gap = 10.3 eV

Structure (ORCA input):
```
! wB97M-V def2-TZVPD RIJCOSX def2/J DEFGRID3
* xyz 0 1
S 2.3704 -0.6399 1.2169
H 3.2403 -0.1701 2.1286
N -0.3887 -0.3071 -0.9865
C -1.6651 0.0724 -0.4887
N -1.8776 1.0939 0.2210
H 0.3502 -0.6194 -0.3823
H -0.3995 -0.5612 -1.9582
H -2.4215 -0.6775 -0.7174
H 1.7760 0.3176 0.4607
H -0.9846 1.4915 0.5058
*
```

Here are the Löwdin charges for atoms 1 to 5, given in e: number 1, S, carries 0.48; number 2, H, carries -0.21; number 3, N, carries 0.03; number 4, C, carries -0.36; number 5, N, carries 0.08

=====

Model d:
Density functional theory data (ωB97M-V/def2-TZVPD) for a 2-piece molecular cluster, CH6N2S overall.

Kohn-Sham gap (spin up / spin down) = 8.7 / 7.9 eV

Structure (ORCA input):
```
! wB97M-V def2-TZVPD RIJCOSX def2/J DEFGRID3
* xyz 0 1
C -2.0323 0.7298 0.6119
N 1.3464 -0.2161 -1.7442
N 1.3872 -0.3778 0.7264
S 0.6502 -1.0842 -0.6349
H -1.3083 1.0531 1.3226
H -2.5232 -0.2092 0.7409
H -2.2584 1.3326 -0.2408
H 0.9365 -0.3681 -2.6528
H 1.6313 -1.0499 1.4411
H 2.1706 0.1897 0.4297
*
```

Here are the Löwdin charges for atoms 1 to 5, given in e: number 1, C, carries 0.05; number 2, N, carries -0.41; number 3, N, carries -0.31; number 4, S, carries 0.75; number 5, H, carries -0.03

=====

Least stable of them? model a.

=====

Model a:
Density functional theory data (ωB97M-V/def2-TZVPD) for one molecule with the formula C4H5N3O2.

SMILES string = Nc1cco/c(=N/O)n1
Kohn-Sham gap = 9.0 eV

Structure (ORCA input):
```
! wB97M-V def2-TZVPD RIJCOSX def2/J DEFGRID3
* xyz 0 1
C -0.6767 -0.5285 -0.0244
C -1.3747 0.7617 0.0896
C -0.5661 1.7557 -0.0749
C 1.4605 0.4078 -0.0954
H -1.2984 -2.4414 0.1258
H -2.6689 -1.2293 0.5826
H -2.4391 0.8014 0.3477
H -0.8316 2.7416 -0.3392
H 2.7271 -1.4011 -0.0836
N -1.6636 -1.4984 -0.1219
N 2.7370 0.4383 -0.1278
N 0.5677 -0.7175 -0.4346
O 0.6545 1.6395 -0.0252
O 3.3725 -0.7299 0.1813
*
```

Here are the Löwdin charges for atoms 1 to 5, given in e: number 1, C, carries -0.41; number 2, C, carries -0.03; number 3, C, carries -0.24; number 4, C, carries -0.25; number 5, H, carries 0.10

=====

Model b:
Density functional theory data (ωB97M-V/def2-TZVPD) for one molecule with the formula C4H5N3O2.

SMILES string = CN/N=C/OC(=O)C#N
Kohn-Sham gap = 8.5 eV

Structure (ORCA input):
```
! wB97M-V def2-TZVPD RIJCOSX def2/J DEFGRID3
* xyz 0 1
C -2.5778 0.3744 0.4521
C 0.3371 -0.8448 -0.0515
C 2.4054 0.3473 -0.1553
C 3.7800 -0.0405 -0.1346
H -2.2571 1.4263 0.6096
H -2.3632 -0.2002 1.3270
H -3.6351 0.3470 0.1872
H -1.9682 0.1956 -1.5163
H 0.0450 -1.8526 0.1829
N -1.8465 -0.2919 -0.6013
N -0.5065 0.0736 -0.2252
N 4.8803 -0.2673 0.1400
O 1.6399 -0.7831 -0.0342
O 2.0665 1.5161 -0.1807
*
```

Here are the Löwdin charges for atoms 1 to 5, given in e: number 1, C, carries -0.15; number 2, C, carries -0.22; number 3, C, carries -0.42; number 4, C, carries -0.08; number 5, H, carries 0.09

=====

Model c:
Density functional theory data (ωB97M-V/def2-TZVPD) for one molecule with the formula C4H5N3O2.

Kohn-Sham gap (spin up / spin down) = 7.3 / 8.4 eV

Structure (ORCA input):
```
! wB97M-V def2-TZVPD RIJCOSX def2/J DEFGRID3
* xyz 0 1
C 0.0529 0.0614 0.2815
C 0.4165 -0.9924 1.0376
C -0.5647 0.1307 -1.0332
C -0.1329 -2.9727 -0.3354
N 0.3329 -2.3431 0.7875
N -0.8597 -0.9286 -1.6994
N -0.8964 1.4476 -1.4886
O -1.3609 -1.0702 -2.8160
O -0.3529 -4.0661 -0.8084
H 0.2944 0.9745 0.7532
H 0.8460 -0.7745 1.9967
H 0.3212 -2.9868 1.6149
H -0.5409 1.5484 -2.4348
H -1.9452 1.5448 -1.5172
*
```

Here are the Löwdin charges for atoms 1 to 5, given in e: number 1, C, carries -0.03; number 2, C, carries -0.14; number 3, C, carries -0.37; number 4, C, carries -0.18; number 5, N, carries 0.05

=====

Model d:
Density functional theory data (ωB97M-V/def2-TZVPD) for C4H5N3O2 as an isolated structure.

Kohn-Sham gap = 9.6 eV

Structure (ORCA input):
```
! wB97M-V def2-TZVPD RIJCOSX def2/J DEFGRID3
* xyz 0 1
C 0.1590 2.3577 0.5963
C -0.6302 1.3092 -0.3457
C 1.0438 -1.7093 0.5956
C -0.9379 -1.0146 -0.8789
H 0.0511 2.0673 1.6060
H -1.9105 1.4221 0.2345
H -0.8014 1.4484 -1.6013
H 1.8993 -1.7027 1.5348
H -1.4923 -0.5743 -1.5486
N -0.5286 -0.0116 0.1156
N 0.2614 -2.5693 0.0531
N -0.7044 -2.2161 -0.9241
O 0.5231 3.4465 0.3578
O 0.8827 -0.2890 0.2996
*
```

Here are the Löwdin charges for atoms 1 to 5, given in e: number 1, C, carries -0.26; number 2, C, carries -0.14; number 3, C, carries -0.13; number 4, C, carries -0.17; number 5, H, carries 0.10

=====

Least stable of them? model d.

=====

Model a:
Density functional theory data (ωB97M-V/def2-TZVPD) for a 3-piece molecular cluster, C3H8BrNO overall.

Kohn-Sham gap = 3.8 eV

Structure (ORCA input):
```
! wB97M-V def2-TZVPD RIJCOSX def2/J DEFGRID3
* xyz 0 1
C -4.9464 -3.3160 5.8904
C -4.1518 -1.8935 5.5799
O -3.9846 -1.4852 4.4568
N -3.6870 -1.4350 6.7245
H -6.2376 -1.1381 4.8254
H -3.9672 -1.9493 7.5405
C -3.4335 -0.0253 6.8997
H -4.1592 -4.0834 6.0159
H -5.7888 -3.3144 5.2497
H -5.3245 -3.2739 6.9354
H -3.0889 0.1147 7.8706
H -4.3997 0.5373 6.8185
H -2.7392 0.3361 6.0767
Br -5.8761 -1.6583 9.2224
*
```

Here are the Löwdin charges for atoms 1 to 5, given in e: number 1, C, carries 0.00; number 2, C, carries -0.60; number 3, O, carries 0.09; number 4, N, carries 0.00; number 5, H, carries 0.37

=====

Model b:
Density functional theory data (ωB97M-V/def2-TZVPD) for a 2-piece molecular cluster, C3H8BrNO overall.

Kohn-Sham gap = 7.4 eV

Structure (ORCA input):
```
! wB97M-V def2-TZVPD RIJCOSX def2/J DEFGRID3
* xyz 0 1
Br -11.2288 10.0012 13.4885
C -12.3492 12.2524 18.5164
C -11.3248 11.9911 17.4496
O -10.3950 12.6998 17.2761
N -11.5085 10.7782 16.6207
H -12.5014 10.6084 16.4392
H -11.0736 10.8532 15.6773
C -11.0253 9.5530 17.3261
H -12.7629 11.3513 18.9841
H -13.2194 12.7923 18.1462
H -11.8419 12.7388 19.3446
H -11.6066 9.4643 18.2381
H -9.9674 9.6396 17.5642
H -11.0979 8.6927 16.6666
*
```

Here are the Löwdin charges for atoms 1 to 5, given in e: number 1, Br, carries -0.50; number 2, C, carries 0.02; number 3, C, carries -0.43; number 4, O, carries 0.19; number 5, N, carries 0.03

=====

Least stable of them? model a.

=====

Model a:
Density functional theory data (ωB97M-V/def2-TZVPD) for a 2-piece molecular cluster, C2H8N2O2 overall.

SMILES string = NCC(N)=O.O
Kohn-Sham gap = 9.9 eV

Structure (ORCA input):
```
! wB97M-V def2-TZVPD RIJCOSX def2/J DEFGRID3
* xyz 0 1
N -0.8487 0.3337 -1.5612
C 0.0140 -0.8429 -1.4377
C 0.6602 -0.8872 -0.0537
N 1.0303 0.3056 0.5181
O 0.8292 -1.9338 0.5373
H -1.8403 0.1650 -1.6243
H -0.6678 0.8676 -2.4001
H -0.5250 -1.7742 -1.5421
H 0.7333 -0.7974 -2.2508
H 0.6520 1.1473 0.1147
H 0.8509 0.3402 1.5034
H -0.5702 2.6228 1.4294
H -2.0513 2.3964 1.7313
O -1.1775 2.0164 1.8588
*
```

Here are the Löwdin charges for atoms 1 to 5, given in e: number 1, N, carries -0.01; number 2, C, carries -0.17; number 3, C, carries -0.53; number 4, N, carries 0.14; number 5, O, carries 0.05

=====

Model b:
Density functional theory data (ωB97M-V/def2-TZVPD) for a 2-piece molecular cluster, C2H8N2O2 overall.

SMILES string = NC=O.NCO
Kohn-Sham gap = 10.5 eV

Structure (ORCA input):
```
! wB97M-V def2-TZVPD RIJCOSX def2/J DEFGRID3
* xyz 0 1
N 0.2663 -3.2678 0.3534
C 0.9139 -1.9662 0.3248
O 0.4538 -0.6033 0.2821
H -0.4421 -3.1706 -0.4308
H -0.3628 -3.2251 1.2307
H 1.4821 -1.9329 -0.6605
H 1.4072 -1.9120 1.4677
H -0.1540 -0.5138 -0.4558
C -0.4550 2.4154 -0.5074
N -0.3163 2.0459 0.7254
O -0.9087 1.7888 -1.4189
H -0.6029 3.4926 -0.7531
H 0.3767 2.5904 1.3046
H -0.4686 1.0457 0.9355
*
```

Here are the Löwdin charges for atoms 1 to 5, given in e: number 1, N, carries -0.02; number 2, C, carries -0.37; number 3, O, carries -0.13; number 4, H, carries 0.09; number 5, H, carries 0.10

=====

Model c:
Density functional theory data (ωB97M-V/def2-TZVPD) for a 2-piece molecular cluster, C2H8N2O2 overall.

SMILES string = NC=O.NCO
Kohn-Sham gap = 10.0 eV

Structure (ORCA input):
```
! wB97M-V def2-TZVPD RIJCOSX def2/J DEFGRID3
* xyz 0 1
N 1.6806 1.4764 0.2499
C 1.6067 0.6162 1.4179
O 0.6050 -0.4010 1.4069
H 1.5604 1.0739 -0.6304
H 1.2824 2.3615 0.2054
H 2.6366 0.2465 1.5850
H 1.3789 1.1947 2.3631
H -0.2930 0.0496 1.0974
C -2.2285 -0.6630 -1.0541
N -1.2391 -1.6049 -1.4815
O -1.8946 0.4909 -0.7973
H -3.3104 -0.9880 -1.0884
H -0.2795 -1.3415 -1.4347
H -1.5054 -2.5112 -1.8393
*
```

Here are the Löwdin charges for atoms 1 to 5, given in e: number 1, N, carries 0.03; number 2, C, carries -0.35; number 3, O, carries -0.13; number 4, H, carries 0.04; number 5, H, carries 0.04

=====

Least stable of them? model b.